C16H14Br12N2O4 | ωB97M-V with the def2-TZVPD basis set

Computed properties:
multiplicity	1
HOMO energy	-10.161	eV
energy above the lowest of the compared OMol25 structures with the same formula, charge and spin	0.0	kcal/mol

Each line ends with the Mulliken charge.
Geometry (Å):
C  4.92  0.13  -3.62  -0.3476
C  3.69  0.79  -3.79  -0.6061
C  3.11  1.43  -2.71  -0.2783
C  3.78  1.49  -1.50  -0.2036
C  4.97  0.80  -1.33  -0.3400
C  5.51  0.09  -2.38  -0.5801
N  3.29  2.31  -0.39  1.1151
O  3.63  2.10  0.75  -0.5792
O  2.53  3.20  -0.72  -0.6177
H  5.39  -0.34  -4.47  0.3830
H  3.17  0.75  -4.73  0.4137
H  2.16  1.90  -2.91  0.7351
H  5.48  0.83  -0.38  0.4433
H  6.45  -0.43  -2.25  0.4023
C  -1.87  -1.23  2.70  -0.6121
C  -3.03  -1.43  3.45  -0.8366
C  -3.82  -0.38  3.88  -0.5014
C  -3.49  0.89  3.44  0.2166
C  -2.29  1.12  2.76  -0.7400
C  -1.50  0.06  2.36  -0.0377
N  -4.36  2.01  3.79  1.0225
O  -5.49  1.79  4.13  -0.5980
O  -3.88  3.12  3.66  -0.5684
H  -1.36  -2.12  2.36  0.7115
H  -3.33  -2.46  3.65  0.3802
H  -4.70  -0.58  4.48  0.4477
H  -2.15  2.12  2.37  0.5266
H  -0.63  0.31  1.76  0.5098
C  -0.13  -0.81  -0.77  0.4773
Br  1.50  -0.48  0.22  0.0004
Br  -0.71  -2.64  -0.45  -0.0664
Br  0.09  -0.31  -2.67  0.0353
H  -0.96  -0.24  -0.38  -0.3348
C  -3.35  3.39  -1.14  -0.4450
Br  -2.85  1.48  -1.24  0.0773
Br  -4.43  3.79  0.39  0.0177
Br  -4.33  3.87  -2.79  -0.0675
H  -2.42  3.95  -1.14  0.4602
C  2.85  -2.89  2.73  -0.0881
Br  4.22  -1.95  3.75  -0.0217
Br  1.05  -2.42  3.35  0.0927
Br  3.18  -4.80  2.82  -0.0089
H  2.85  -2.47  1.73  0.0510
C  -2.57  -3.11  -3.61  -0.0466
Br  -0.74  -3.71  -4.01  -0.0245
Br  -3.90  -4.49  -3.94  -0.0407
Br  -2.97  -1.51  -4.64  -0.0191
H  -2.56  -2.92  -2.55  0.0907